Entry 1:
{"formula": "C33H35BrF5NO2S4TaTe", "method": "wB97M-V/def2-TZVPD", "symbols": ["Ta", "S", "C", "C", "C", "C", "C", "C", "S", "C", "C", "C", "C", "C", "C", "C", "S", "C", "C", "C", "C", "C", "C", "S", "N", "H", "H", "H", "H", "H", "H", "H", "H", "H", "H", "H", "H", "H", "H", "H", "C", "C", "C", "C", "C", "C", "C", "Br", "C", "O", "C", "C", "C", "C", "C", "C", "H", "H", "H", "H", "H", "H", "H", "H", "H", "H", "H", "H", "H", "H", "H", "H", "H", "H", "H", "H", "F", "Te", "F", "F", "F", "F", "O"], "coordinates": [[1.212, 0.177, -1.083], [2.427, 1.314, 0.692], [3.591, 2.484, 0.079], [4.603, 2.959, 0.905], [5.442, 3.967, 0.454], [5.291, 4.512, -0.814], [4.294, 4.036, -1.651], [3.449, 3.036, -1.189], [2.265, 2.320, -2.270], [0.702, 3.216, -2.016], [-0.277, 2.414, -2.831], [-1.107, 3.018, -3.751], [-1.964, 2.228, -4.501], [-1.921, 0.858, -4.341], [-1.030, 0.302, -3.435], [-0.874, -1.196, -3.406], [-0.439, -1.798, -1.754], [0.735, -3.089, -2.076], [0.390, -4.155, -2.896], [1.302, -5.175, -3.112], [2.539, -5.134, -2.483], [2.871, -4.078, -1.651], [1.977, -3.033, -1.442], [2.481, -1.721, -0.356], [-0.250, 1.072, -2.658], [4.729, 2.537, 1.893], [6.232, 4.327, 1.101], [5.959, 5.289, -1.157], [4.184, 4.418, -2.658], [0.790, 4.233, -2.388], [0.450, 3.224, -0.954], [-1.080, 4.091, -3.873], [-2.642, 2.677, -5.214], [-2.554, 0.206, -4.925], [-0.086, -1.492, -4.098], [-1.806, -1.666, -3.714], [-0.587, -4.190, -3.361], [1.042, -6.002, -3.757], [3.255, -5.928, -2.646], [3.842, -4.045, -1.173], [-5.074, -0.579, 4.295], [-4.280, 0.731, 4.210], [-5.250, 1.872, 3.905], [-3.608, 1.012, 5.562], [-3.204, 0.600, 3.137], [-3.145, 1.409, 2.023], [-2.128, 1.230, 1.101], [-2.219, 2.377, -0.400], [-1.122, 0.270, 1.226], [-0.143, 0.227, 0.262], [-1.187, -0.598, 2.351], [-2.224, -0.381, 3.249], [-0.220, -1.754, 2.653], [-0.587, -2.518, 3.932], [1.195, -1.212, 2.869], [-0.271, -2.778, 1.516], [-5.845, -0.499, 5.063], [-4.433, -1.423, 4.553], [-5.561, -0.801, 3.343], [-5.992, 1.939, 4.701], [-5.787, 1.708, 2.968], [-4.737, 2.834, 3.849], [-4.367, 1.113, 6.340], [-3.032, 1.938, 5.526], [-2.935, 0.206, 5.857], [-3.875, 2.183, 1.843], [-2.281, -1.027, 4.110], [-0.540, -1.888, 4.821], [0.140, -3.320, 4.064], [-1.575, -2.978, 3.873], [1.214, -0.537, 3.726], [1.564, -0.674, 2.007], [1.886, -2.035, 3.064], [-1.288, -3.153, 1.379], [0.382, -3.623, 1.743], [0.071, -2.348, 0.584], [2.055, 0.885, -5.111], [2.986, -0.536, -4.355], [4.233, 0.621, -3.625], [4.004, -0.544, -5.884], [3.978, -1.961, -3.742], [1.832, -1.714, -5.201], [1.933, -0.490, -2.874]], "lowdin_charge": [1.23, 0.70, -0.62, -0.09, -0.05, -0.06, -0.07, -0.52, 0.98, -0.34, -0.42, 0.00, 0.00, 0.02, -0.29, -0.33, 1.02, -0.51, -0.08, -0.05, -0.05, -0.10, -0.62, 0.69, -0.03, 0.11, 0.12, 0.11, 0.12, 0.11, 0.06, 0.13, 0.13, 0.13, 0.08, 0.10, 0.12, 0.11, 0.12, 0.11, -0.04, -0.55, -0.06, -0.04, -0.15, -0.08, -0.54, 0.93, -0.27, -0.45, -0.06, 0.03, -0.52, -0.06, -0.06, -0.05, 0.09, 0.08, 0.09, 0.09, 0.09, 0.09, 0.09, 0.09, 0.08, 0.09, 0.09, 0.09, 0.09, 0.09, 0.10, -0.04, 0.10, 0.10, 0.10, -0.03, -0.35, 1.79, -0.35, -0.31, -0.31, -0.33, -0.80], "relative_energy_ev": 0.009, "lumo_energy_ev": -3.85, "total_charge": 1, "orbital_gap_ev": 7.00, "energy_ev": -176190.264}

***

Entry 2:
{"formula": "C24H33FeNO3", "method": "wB97M-V/def2-TZVPD", "symbols": ["O", "C", "C", "H", "H", "C", "H", "H", "C", "H", "H", "H", "C", "H", "H", "H", "Fe", "C", "C", "C", "H", "C", "C", "H", "H", "H", "H", "C", "C", "C", "H", "C", "C", "H", "H", "H", "H", "O", "C", "C", "H", "H", "C", "H", "H", "C", "H", "H", "H", "H", "O", "N", "C", "C", "C", "C", "C", "H", "H", "H", "H", "H"], "coordinates": [[3.819, -1.961, -1.542], [3.887, -3.402, -1.164], [5.305, -3.591, -1.681], [3.132, -3.966, -1.729], [3.818, -3.538, -0.072], [5.163, -2.106, -2.054], [5.355, -4.291, -2.534], [6.044, -3.788, -0.891], [5.233, -1.935, -3.552], [4.542, -2.611, -4.068], [6.261, -2.130, -3.880], [4.979, -0.904, -3.793], [6.121, -1.225, -1.288], [6.048, -1.417, -0.210], [5.856, -0.188, -1.504], [7.139, -1.429, -1.637], [-1.742, 1.770, 1.093], [-1.436, 2.783, 3.081], [-2.132, 1.553, 3.347], [-1.276, 0.463, 2.961], [-3.088, 1.476, 3.855], [-0.026, 1.017, 2.528], [-0.131, 2.446, 2.557], [0.666, 3.146, 2.330], [-1.795, 3.794, 3.265], [-1.494, -0.603, 3.067], [0.888, 0.473, 2.315], [-2.745, 3.395, -0.304], [-1.395, 3.742, 0.056], [-0.518, 2.768, -0.535], [-1.093, 4.645, 0.585], [-1.330, 1.792, -1.213], [-2.695, 2.208, -1.104], [-3.520, 1.814, -1.683], [-3.630, 4.000, -0.099], [0.572, 2.820, -0.546], [-0.955, 0.937, -1.779], [0.749, -1.261, -1.445], [1.595, -0.453, -0.534], [1.939, -1.352, 0.693], [0.991, 0.432, -0.199], [2.484, -0.055, -1.059], [1.284, -2.665, 0.250], [1.469, -1.006, 1.623], [3.002, -1.422, 0.907], [0.040, -2.088, -0.445], [1.249, -3.480, 0.997], [1.977, -2.991, -0.537], [-0.542, -1.495, 0.309], [-0.638, -2.808, -0.897], [-3.172, 0.575, 1.019], [-4.496, 0.814, 0.872], [-5.099, 1.793, 1.598], [-6.465, 1.990, 1.469], [-7.180, 1.293, 0.500], [-6.537, 0.299, -0.230], [-5.165, 0.133, -0.100], [-4.484, 2.424, 2.241], [-6.941, 2.704, 2.135], [-8.225, 1.541, 0.312], [-7.071, -0.359, -0.909], [-4.591, -0.520, -0.750]], "lowdin_spin": [0.00, 0.00, 0.00, 0.00, 0.00, 0.00, 0.00, 0.00, 0.00, 0.00, 0.00, 0.00, 0.00, 0.00, 0.00, 0.00, 3.48, 0.03, 0.05, 0.05, 0.00, 0.03, 0.03, 0.00, 0.00, 0.00, 0.00, 0.04, 0.03, 0.03, 0.00, 0.03, 0.07, 0.01, 0.00, 0.00, 0.00, 0.00, 0.00, 0.00, 0.00, 0.00, 0.00, 0.00, 0.00, 0.00, 0.00, 0.00, 0.00, 0.00, 0.16, 0.28, 0.12, 0.06, 0.24, 0.06, 0.13, 0.01, 0.00, 0.02, 0.00, 0.02], "relative_energy_ev": 0.598, "multiplicity": 6, "lumo_energy_ev": [2.23, 2.23], "total_charge": -1, "orbital_gap_ev": [3.46, 6.10], "energy_ev": -67437.653}

***

Entry 3:
{"formula": "C4H9NO", "method": "wB97M-V/def2-TZVPD", "symbols": ["C", "C", "O", "N", "C", "C", "H", "H", "H", "H", "H", "H", "H", "H", "H"], "coordinates": [[-1.487, -1.054, -0.423], [-0.043, -0.737, -0.216], [0.554, -1.758, 0.078], [0.366, 0.616, -0.069], [-0.584, 1.765, -0.394], [1.411, 0.761, 0.926], [-1.731, -0.580, -1.357], [-2.315, -0.729, 0.351], [-1.455, -2.123, -0.293], [-1.177, 1.437, -1.273], [-1.313, 1.946, 0.488], [-0.005, 2.707, -0.452], [1.161, 0.702, 2.030], [1.861, 1.797, 0.541], [2.202, 0.175, 0.459]], "lowdin_charge": [-0.03, -0.51, 0.04, -0.19, -0.04, -0.09, 0.06, 0.13, 0.07, 0.08, 0.10, 0.08, 0.11, 0.12, 0.08], "relative_energy_ev": 2.474, "lumo_energy_ev": 0.86, "orbital_gap_ev": 10.05, "energy_ev": -7829.846, "smiles": "CC(=O)N(C)C"}

***

Entry 4:
{"formula": "C7H12", "method": "wB97M-V/def2-TZVPD", "symbols": ["C", "C", "C", "C", "C", "C", "C", "H", "H", "H", "H", "H", "H", "H", "H", "H", "H", "H", "H"], "coordinates": [[2.499, 0.237, -0.687], [1.066, -0.278, -0.770], [0.250, -0.112, 0.513], [-0.645, 1.156, 0.716], [-1.875, 0.253, 0.832], [-2.018, -0.592, -0.400], [-1.007, -0.974, 0.637], [3.023, 0.049, -1.631], [3.048, -0.276, 0.111], [2.536, 1.315, -0.490], [0.557, 0.222, -1.604], [1.092, -1.345, -1.028], [0.894, -0.252, 1.390], [-0.665, 1.880, -0.108], [-0.412, 1.687, 1.644], [-2.692, 0.400, 1.533], [-2.891, -1.238, -0.442], [-1.705, -0.204, -1.370], [-1.055, -1.929, 1.153]], "lowdin_charge": [-0.12, -0.24, -0.28, -0.10, -0.22, -0.09, -0.21, 0.07, 0.07, 0.07, 0.10, 0.11, 0.14, 0.11, 0.11, 0.13, 0.10, 0.10, 0.13], "relative_energy_ev": 1.376, "lumo_energy_ev": 1.22, "orbital_gap_ev": 10.78, "energy_ev": -7452.055, "smiles": "CC[C@H]1C[C@H]2C[C@@H]12"}

***

Entry 5:
{"formula": "C33H39LiN2OSSiTe", "method": "wB97M-V/def2-TZVPD", "symbols": ["Li", "C", "Si", "C", "C", "C", "C", "C", "C", "N", "C", "S", "H", "H", "H", "H", "H", "H", "H", "H", "H", "H", "H", "H", "C", "C", "C", "C", "C", "C", "Te", "N", "C", "O", "C", "C", "C", "C", "C", "C", "C", "C", "C", "C", "C", "C", "C", "C", "C", "C", "C", "C", "H", "H", "H", "H", "H", "H", "H", "H", "H", "H", "H", "H", "H", "H", "H", "H", "H", "H", "H", "H", "H", "H", "H", "H", "H", "H", "H"], "coordinates": [[-0.811, -0.735, -0.844], [-6.173, 0.575, -2.812], [-6.174, -0.458, -1.257], [-7.738, -1.512, -1.334], [-6.336, 0.578, 0.290], [-4.735, -1.655, -1.146], [-4.933, -3.024, -1.180], [-3.867, -3.916, -1.048], [-2.615, -3.376, -0.866], [-2.370, -2.063, -0.838], [-3.392, -1.183, -0.996], [-2.968, 0.492, -1.014], [-7.066, 1.210, -2.843], [-6.183, -0.069, -3.696], [-5.286, 1.208, -2.856], [-8.618, -0.858, -1.345], [-7.827, -2.173, -0.465], [-7.775, -2.131, -2.238], [-7.246, 1.186, 0.251], [-5.474, 1.236, 0.410], [-6.399, -0.071, 1.169], [-5.938, -3.417, -1.314], [-4.009, -4.988, -1.074], [-1.749, -4.020, -0.731], [3.616, 6.950, 1.597], [3.118, 5.590, 1.169], [2.102, 4.943, 1.862], [1.629, 3.689, 1.478], [0.512, 3.066, 2.284], [2.208, 3.057, 0.368], [1.227, 1.133, -0.390], [0.999, -0.813, -1.255], [2.045, -1.280, -1.935], [3.166, -0.758, -2.099], [1.838, -2.649, -2.573], [0.579, -3.228, -2.722], [0.440, -4.476, -3.318], [1.562, -5.162, -3.768], [2.819, -4.588, -3.624], [2.953, -3.337, -3.036], [1.843, 0.146, 1.402], [0.887, -0.466, 2.220], [-0.596, -0.458, 1.927], [1.303, -1.155, 3.362], [2.636, -1.259, 3.708], [3.074, -2.004, 4.946], [3.574, -0.661, 2.874], [3.211, 0.033, 1.726], [4.309, 0.607, 0.869], [3.215, 3.699, -0.354], [3.854, 3.092, -1.588], [3.661, 4.954, 0.061], [3.045, 7.327, 2.446], [3.531, 7.673, 0.783], [4.667, 6.909, 1.890], [1.656, 5.431, 2.726], [0.188, 3.745, 3.073], [0.834, 2.132, 2.748], [-0.351, 2.839, 1.655], [-0.295, -2.692, -2.378], [-0.547, -4.908, -3.435], [1.455, -6.137, -4.231], [3.699, -5.116, -3.977], [3.921, -2.866, -2.926], [-0.909, 0.407, 1.340], [-1.172, -0.454, 2.854], [-0.883, -1.364, 1.381], [0.550, -1.625, 3.988], [2.219, -2.413, 5.483], [3.620, -1.344, 5.624], [3.740, -2.831, 4.687], [4.629, -0.746, 3.121], [5.279, 0.239, 1.208], [4.319, 1.696, 0.927], [4.171, 0.317, -0.175], [3.415, 2.131, -1.848], [4.924, 2.940, -1.432], [3.742, 3.763, -2.444], [4.451, 5.446, -0.503]], "lowdin_spin": [0.00, 0.00, 0.00, 0.00, 0.00, 0.00, 0.00, 0.00, 0.00, 0.00, 0.00, 0.00, 0.00, 0.00, 0.00, 0.00, 0.00, 0.00, 0.00, 0.00, 0.00, 0.00, 0.00, 0.00, 0.00, -0.01, 0.01, 0.03, 0.01, 0.20, 0.28, 0.34, 0.02, 0.01, 0.02, 0.00, 0.00, 0.00, 0.00, 0.00, 0.00, 0.00, 0.00, 0.00, 0.00, 0.00, 0.00, 0.00, 0.00, 0.01, 0.01, 0.01, 0.00, 0.00, 0.00, 0.00, 0.00, 0.00, 0.00, 0.00, 0.00, 0.00, 0.00, 0.00, 0.00, 0.00, 0.00, 0.00, 0.00, 0.00, 0.00, 0.00, 0.00, 0.00, 0.00, 0.01, 0.00, 0.00, 0.00], "multiplicity": 2, "lumo_energy_ev": [2.54, 2.07], "total_charge": -1, "orbital_gap_ev": [6.76, 6.81], "energy_ev": -66096.897}